1.
This record from the Open Molecules 2025 dataset describes a 2-piece molecular cluster, C4H13NO overall. The level of theory is the ωB97M-V functional and the def2-TZVPD basis.

Calculated values
Energy above the lowest of the compared OMol25 structures with the same formula, charge and spin: 22.8 kcal per mole
Orbital gap: 9.289 eV
Net charge: 0
Energy: -7895.67369 eV

Each line ends with the Mulliken charge.
Atoms and positions in Å:
C (-1.50, -1.95, -0.45)  -1.322
C (-1.16, -0.89, 0.58)  -0.201
C (-0.15, 1.29, 0.57)  -0.509
C (-0.78, 2.21, -0.54)  -1.133
H (3.36, 0.02, 0.57)  0.310
H (3.58, -1.38, 0.01)  0.304
H (-0.67, -2.50, -0.79)  0.361
H (-1.89, -1.41, -1.34)  0.323
H (-2.35, -2.54, -0.09)  0.365
H (-0.99, -1.35, 1.59)  0.235
H (-2.03, -0.25, 0.71)  0.295
H (0.06, -0.09, -0.85)  0.208
H (-0.60, 1.47, 1.56)  0.380
H (0.91, 1.66, 0.55)  0.221
H (-1.81, 1.93, -0.67)  0.312
H (-0.28, 2.20, -1.49)  0.339
H (-0.78, 3.25, -0.21)  0.366
N (-0.05, -0.11, 0.17)  -0.237
O (3.18, -0.53, -0.22)  -0.614



2.
This record from the Open Molecules 2025 dataset describes a 2-piece molecular cluster, C4H13NO overall. The level of theory is the ωB97M-V functional and the def2-TZVPD basis.

Calculated values
Energy above the lowest of the compared OMol25 structures with the same formula, charge and spin: 21.8 kcal per mole
Orbital gap: 9.603 eV
Net charge: 0
Energy: -7895.71489 eV

Each line ends with the Mulliken charge.
Atoms and positions in Å:
C (-2.43, -0.26, -1.04)  -1.653
C (-0.95, -0.19, -0.74)  0.482
C (-0.08, 0.62, -1.74)  -0.505
C (1.10, 1.22, -0.98)  -1.123
N (-0.43, -1.54, -0.43)  -0.541
H (-2.66, -0.57, -2.07)  0.356
H (-2.88, 0.73, -0.96)  0.397
H (-3.00, -0.90, -0.36)  0.419
H (-0.89, 0.26, 0.28)  0.206
H (-0.74, 1.44, -2.03)  0.253
H (0.28, -0.15, -2.43)  0.403
H (1.09, 2.31, -0.80)  0.338
H (2.07, 1.13, -1.55)  0.274
H (1.20, 0.84, 0.05)  0.323
H (-0.89, -2.35, -0.82)  0.176
H (0.58, -1.50, -0.45)  0.194
H (3.22, -0.07, 4.69)  0.321
H (2.89, -0.57, 6.13)  0.320
O (2.52, -0.44, 5.26)  -0.641



3.
This record from the Open Molecules 2025 dataset describes a 2-piece molecular cluster, C4H13NO overall. The level of theory is the ωB97M-V functional and the def2-TZVPD basis.

Calculated values
Energy above the lowest of the compared OMol25 structures with the same formula, charge and spin: 17.6 kcal per mole
Orbital gap: 10.046 eV
Net charge: 0
Energy: -7895.89887 eV

Each line ends with the Mulliken charge.
Atoms and positions in Å:
C (0.62, -1.04, 0.49)  -0.437
N (0.01, -0.07, -0.37)  -0.375
C (0.11, 1.30, 0.17)  -0.218
C (0.51, 2.39, -0.81)  -1.086
C (0.52, -2.45, -0.12)  -1.302
H (1.71, -0.92, 0.67)  0.327
H (0.15, -0.98, 1.47)  0.418
H (0.38, -0.15, -1.31)  0.242
H (-0.80, 1.50, 0.73)  0.351
H (0.87, 1.23, 0.96)  0.229
H (1.31, 3.03, -0.44)  0.292
H (0.90, 1.92, -1.72)  0.338
H (-0.31, 3.06, -1.06)  0.268
H (1.05, -2.40, -1.08)  0.313
H (-0.50, -2.63, -0.48)  0.304
H (0.89, -3.29, 0.45)  0.376
H (-1.94, -0.45, 1.27)  0.305
H (-2.67, 0.02, 0.12)  0.330
O (-2.80, -0.07, 1.06)  -0.676



4.
This record from the Open Molecules 2025 dataset describes a 2-piece molecular cluster, C4H13NO overall. The level of theory is the ωB97M-V functional and the def2-TZVPD basis.

Calculated values
Energy above the lowest of the compared OMol25 structures with the same formula, charge and spin: 14.9 kcal per mole
Orbital gap (spin up / spin down): 11.989 / 7.632 eV
Net charge: +1
Energy: -7887.44888 eV
<S²>: 0.754
2S+1: 2

Each line ends with the Mulliken charge.
Atoms and positions in Å:
C (-1.54, 0.99, -0.56)  -0.889
C (-1.01, 0.66, 0.83)  -0.423
N (0.08, -0.31, 0.77)  0.272
C (1.39, 0.21, 1.03)  -1.072
C (-0.13, -1.69, 1.11)  -0.888
H (-0.94, 0.56, -1.36)  0.171
H (-2.52, 0.56, -0.77)  0.319
H (-1.61, 2.05, -0.77)  0.289
H (-1.84, 0.34, 1.46)  0.366
H (-0.70, 1.54, 1.40)  0.462
H (1.67, 0.03, 2.08)  0.429
H (1.60, 1.22, 0.70)  0.411
H (2.12, -0.42, 0.50)  0.440
H (0.70, -2.24, 1.52)  0.395
H (-0.99, -1.70, 1.80)  0.353
H (-0.63, -2.13, 0.23)  0.377
H (0.64, 0.14, -1.91)  0.285
H (1.66, -0.51, -2.88)  0.320
O (1.01, 0.20, -2.78)  -0.617



5.
This record from the Open Molecules 2025 dataset describes a 2-piece molecular cluster, C4H13NO2 overall. The level of theory is the ωB97M-V functional and the def2-TZVPD basis.

Calculated values
Energy above the lowest of the compared OMol25 structures with the same formula, charge and spin: 6.1 kcal per mole
Orbital gap (spin up / spin down): 2.551 / 9.361 eV
Net charge: -1
Energy: -9942.53199 eV
<S²>: 0.750
2S+1: 2

Each line ends with the Mulliken charge.
Atoms and positions in Å:
C (0.14, 1.44, 1.11)  -2.504
C (-0.06, -0.06, 1.21)  0.925
C (0.90, -0.80, 0.27)  -0.974
C (0.55, -2.27, 0.00)  -0.850
O (-0.47, -2.40, -1.00)  -0.364
N (-1.46, -0.40, 0.95)  -0.984
H (1.20, 1.68, 1.05)  0.523
H (-0.35, 1.82, 0.21)  0.546
H (-0.27, 1.95, 1.98)  0.504
H (0.12, -0.43, 2.22)  0.381
H (1.93, -0.76, 0.66)  0.544
H (1.00, -0.29, -0.69)  0.057
H (0.22, -2.74, 0.93)  0.354
H (1.45, -2.71, -0.41)  0.311
H (-1.25, -2.07, -0.54)  0.287
H (-1.95, -0.94, 1.64)  0.252
H (-2.04, 0.19, 0.39)  0.449
H (0.23, 3.33, -2.66)  0.552
H (0.15, 2.26, -3.74)  0.565
O (-0.05, 3.20, -3.59)  -1.575



6.
This record from the Open Molecules 2025 dataset describes a 3-piece molecular cluster, C4H13NO2 overall. The level of theory is the ωB97M-V functional and the def2-TZVPD basis.

Calculated values
Energy above the lowest of the compared OMol25 structures with the same formula, charge and spin: 55.7 kcal per mole
Orbital gap (spin up / spin down): 2.632 / 9.143 eV
Net charge: -1
Energy: -9940.38145 eV
<S²>: 0.750
2S+1: 2

Each line ends with the Mulliken charge.
Atoms and positions in Å:
C (-1.00, -1.68, -0.88)  -0.453
N (-0.13, -2.46, -0.05)  -0.492
C (0.73, -1.37, 0.59)  -0.681
C (0.46, 0.06, -0.06)  -1.320
C (-0.97, -0.25, -0.61)  -0.754
H (-2.02, -2.36, -0.82)  0.303
H (-0.67, -1.98, -1.95)  0.156
H (-0.60, -3.02, 0.77)  0.312
H (1.76, -1.73, 0.59)  0.394
H (0.42, -1.18, 1.68)  0.193
H (0.40, 1.08, 0.45)  0.549
H (1.24, 0.24, -0.74)  0.298
H (-0.93, 0.46, -1.52)  0.279
H (-1.67, 0.08, 0.21)  0.190
H (2.54, 2.87, -1.24)  0.486
H (2.40, 3.20, 0.20)  0.407
O (2.26, 2.51, -0.36)  -1.070
H (-2.09, 2.09, 1.78)  0.065
H (-1.75, 2.21, 0.34)  0.358
O (-1.44, 1.83, 1.16)  -0.219



7.
This record from the Open Molecules 2025 dataset describes a 3-piece molecular cluster, C4H13NO2 overall. The level of theory is the ωB97M-V functional and the def2-TZVPD basis.

Calculated values
Energy above the lowest of the compared OMol25 structures with the same formula, charge and spin: 11.3 kcal per mole
Orbital gap: 10.295 eV
Net charge: 0
Energy: -9943.70861 eV

Each line ends with the Mulliken charge.
Atoms and positions in Å:
N (0.21, 0.09, 0.98)  -0.368
C (1.68, 0.12, 0.69)  -0.543
C (1.72, -0.45, -0.73)  -0.652
C (0.74, -1.62, -0.63)  -0.516
C (-0.38, -1.03, 0.22)  -0.467
H (0.11, -0.14, 1.95)  0.281
H (2.01, 1.15, 0.78)  0.307
H (2.24, -0.49, 1.39)  0.279
H (1.32, 0.29, -1.43)  0.267
H (2.74, -0.62, -1.07)  0.370
H (0.50, -2.14, -1.56)  0.364
H (1.23, -2.45, -0.09)  0.247
H (-1.27, -0.68, -0.29)  0.138
H (-0.79, -1.74, 0.94)  0.276
H (-0.78, 1.56, 1.16)  0.460
H (-1.92, 2.12, 2.01)  0.270
O (-1.55, 2.18, 1.11)  -0.699
H (-2.01, 1.15, -1.35)  0.316
H (-3.15, 1.75, -2.09)  0.311
O (-2.67, 0.93, -2.01)  -0.641



8.
This record from the Open Molecules 2025 dataset describes a 3-piece molecular cluster, C4H13NO2 overall. The level of theory is the ωB97M-V functional and the def2-TZVPD basis.

Calculated values
Energy above the lowest of the compared OMol25 structures with the same formula, charge and spin: 48.1 kcal per mole
Orbital gap: 7.741 eV
Net charge: 0
Energy: -9942.10999 eV

Each line ends with the Mulliken charge.
Atoms and positions in Å:
C (-3.16, 0.99, 1.07)  -1.621
C (-2.25, 0.40, 0.11)  0.780
C (-0.90, 0.55, 0.30)  -0.301
N (-0.18, 0.75, 1.45)  -0.457
C (-2.80, -0.40, -1.02)  -1.345
H (-3.34, 0.45, 1.98)  0.294
H (-2.90, 2.06, 1.29)  0.336
H (-4.02, 1.08, 0.54)  0.594
H (-0.20, 0.15, -0.46)  0.298
H (0.74, 1.22, 1.38)  0.203
H (-0.61, 0.96, 2.31)  0.204
H (-2.75, 0.30, -1.90)  0.245
H (-2.23, -1.33, -1.28)  0.329
H (-3.70, -0.80, -0.60)  0.440
H (4.53, -2.20, -0.46)  0.355
H (5.01, -2.04, -1.88)  0.321
O (4.99, -2.76, -1.24)  -0.647
H (5.12, -0.04, -0.04)  0.306
H (4.21, 0.78, -0.90)  0.295
O (4.44, -0.11, -0.65)  -0.630